The following is a quantum chemistry calculation of a molecular structure, C27H25Cl2N4O2SiTi, from the Open Molecules 2025 dataset.

The energy above the lowest of the compared OMol25 structures with the same formula, charge and spin comes out at 0.0 kcal per mole. The HOMO energy (spin up / spin down) comes out at -3.392 / -4.245 eV. The net charge is -1. The HOMO-LUMO gap (spin up / spin down) is 5.92 / 6.76 eV. The expectation value of S² is 2.008. Its spin multiplicity is 3.

Cartesian coordinates (Å):
Ti1 -0.01515 -0.23468 -0.21398
Cl1 2.97202 -6.64444 0.51871
C1 1.79857 -5.40172 0.19172
C2 2.09615 -4.09641 0.56012
C3 1.18823 -3.06699 0.31657
N1 1.38218 -1.71544 0.60882
C4 2.35933 -1.35709 1.45469
O1 3.17347 -2.05367 2.07106
C5 2.41453 0.12809 1.67533
C6 3.39778 0.65300 2.50187
C7 3.44576 2.02087 2.69819
C8 2.50034 2.80953 2.06120
C9 1.55617 2.19863 1.25868
N2 1.49836 0.88027 1.05124
C10 -0.04237 -3.37441 -0.31824
C11 -0.32682 -4.69030 -0.66670
C12 0.59225 -5.69710 -0.41406
Cl2 0.18589 -7.32776 -0.87219
N3 -0.85648 -2.26300 -0.61393
C13 -2.14580 -2.44623 -0.91360
O2 -2.83948 -3.46803 -0.85810
C14 -2.79236 -1.18682 -1.44177
C15 -4.06422 -1.26417 -1.99241
C16 -4.63245 -0.12467 -2.53111
C17 -3.90647 1.05379 -2.48548
C18 -2.65573 1.04725 -1.89713
N4 -2.09037 -0.04719 -1.37576
H1 3.03287 -3.87854 1.04206
H2 4.09582 -0.03126 2.96040
H3 4.20353 2.46446 3.33213
H4 2.49369 3.88510 2.17688
H5 0.80401 2.78490 0.75451
H6 -1.27165 -4.92790 -1.12717
H7 -4.55863 -2.22398 -1.97485
H8 -5.61839 -0.15193 -2.97819
H9 -4.28872 1.97260 -2.90927
H10 -2.07853 1.95714 -1.84390
C19 -0.67373 1.99900 3.40178
C20 -1.47062 2.07920 2.28210
C21 -1.82594 0.91877 1.58283
C22 -1.38720 -0.32061 2.03308
C23 -0.56650 -0.39217 3.17037
C24 -0.21090 0.75268 3.84606
H11 -0.39665 2.90018 3.93497
H12 -1.82512 3.04297 1.93547
H13 -2.55525 0.97917 0.78918
H14 -1.75290 -1.24017 1.59106
H15 -0.21211 -1.35675 3.51235
H16 0.42533 0.68825 4.71985
C25 2.45239 2.39350 -2.05995
Si1 0.60486 1.89189 -1.87294
C26 -0.11712 3.68870 -1.59606
C27 0.21806 1.57920 -3.73817
H17 2.56171 3.13335 -2.86053
H18 3.06160 1.52308 -2.32119
H19 2.87789 2.82280 -1.14862
H20 -0.00418 4.28559 -2.50796
H21 0.45044 4.20759 -0.81765
H22 -1.16780 3.74575 -1.29185
H23 0.36223 2.47860 -4.34816
H24 -0.78443 1.19231 -3.94931
H25 0.92862 0.82526 -4.09300

Forces on atoms 1 to 3 (eV/Å):
Ti -0.2 0.0 -0.2
Cl 0.0 0.0 0.0
C -0.1 0.1 0.0

=====

The following is a quantum chemistry calculation of a molecular structure, H3O4PSi, from the Open Molecules 2025 dataset.

The energy above the lowest of the compared OMol25 structures with the same formula, charge and spin comes out at 23.3 kcal per mole. The HOMO energy comes out at -0.551 eV. The net charge is -2. The HOMO-LUMO gap is 7.66 eV. Its spin multiplicity is 1.

Cartesian coordinates (Å):
O1 -1.18549 0.91397 -1.25883
O2 -1.89775 1.16849 1.19032
O3 -1.96182 -1.16273 0.13124
O4 1.57382 -1.72074 0.31029
Si1 1.29895 -0.27867 -0.15510
P1 -1.44456 0.23545 0.07168
H1 2.59471 0.47242 0.47422
H2 0.98878 0.25953 -1.52364
H3 0.03336 0.11229 0.75981

Forces on atoms 1 to 3 (eV/Å):
O -0.1 -0.7 0.6
O 0.4 -0.5 -0.5
O 0.4 -0.2 -0.3

=====

The following is a quantum chemistry calculation of a molecular structure, C12H21N5OPdSeSi, from the Open Molecules 2025 dataset.

The energy above the lowest of the compared OMol25 structures with the same formula, charge and spin comes out at 7.4 kcal per mole. The HOMO energy (spin up / spin down) comes out at -14.070 / -14.676 eV. The net charge is +2. The HOMO-LUMO gap (spin up / spin down) is 8.67 / 6.10 eV. The expectation value of S² is 6.015. Its spin multiplicity is 5.

Cartesian coordinates (Å):
Pd1 0.25430 0.97895 -0.86102
N1 4.14899 2.71424 -0.42511
C1 2.84561 2.48303 -0.51328
O1 2.42804 1.36123 -0.86533
C2 1.90084 3.61151 -0.15341
C3 0.57312 3.44057 -0.79192
H1 4.80149 1.97994 -0.65308
H2 4.51068 3.61763 -0.16941
H3 2.33756 4.57429 -0.44817
H4 1.81591 3.63761 0.93684
H5 0.54474 3.30223 -1.87166
H6 -0.28064 3.95148 -0.36979
N2 -3.66499 1.27487 0.68285
C4 -4.16530 1.25753 -0.60277
C5 -3.08724 1.15954 -1.42299
N3 -1.94348 1.12389 -0.65519
C6 -2.32503 1.18959 0.60172
C7 -1.31778 1.16550 1.65272
N4 -0.04843 1.07793 1.32375
C8 0.67129 1.05046 2.49891
C9 -0.19247 1.13525 3.54419
N5 -1.45413 1.20420 2.99098
H7 -4.22481 1.33948 1.51752
H8 -5.22019 1.31876 -0.80923
H9 -3.05953 1.12877 -2.49885
H10 1.74486 0.97139 2.51597
H11 -0.03187 1.14818 4.60875
H12 -2.30895 1.28648 3.51709
C10 2.12302 -4.04946 -0.71364
Si1 0.34326 -3.75202 -0.96413
C11 -0.72489 -3.86221 0.50926
C12 -0.39064 -4.25532 -2.55122
Se1 0.39730 -1.32190 -1.41886
H13 2.29656 -5.12647 -0.60950
H14 2.46200 -3.56204 0.20134
H15 2.72074 -3.69959 -1.55659
H16 -0.86204 -4.91624 0.77795
H17 -1.71226 -3.43926 0.31819
H18 -0.26514 -3.35686 1.35961
H19 -0.45105 -5.34970 -2.57860
H20 0.21297 -3.93329 -3.40079
H21 -1.40244 -3.86021 -2.65313

Forces on atoms 1 to 3 (eV/Å):
Pd -0.2 0.0 0.5
N -0.1 0.0 0.0
C 0.2 -0.1 -0.1

=====

The following is a quantum chemistry calculation of 2 unconnected molecules or ions with the total composition C10H13O2, from the Open Molecules 2025 dataset.

The energy above the lowest of the compared OMol25 structures with the same formula, charge and spin comes out at 31.7 kcal per mole. The HOMO energy comes out at -3.805 eV. The net charge is -1. The HOMO-LUMO gap is 7.22 eV. Its spin multiplicity is 1.

Cartesian coordinates (Å):
C1 1.96015 -0.42493 1.22376
C2 2.86542 -0.30365 0.01270
C3 1.90607 1.02714 1.90479
O1 3.01319 1.48572 2.20439
O2 0.82054 1.46010 2.26833
H1 0.89583 -0.69258 0.96258
H2 2.25707 -0.97691 2.07348
H3 2.52691 0.32959 -0.84715
H4 3.08847 -1.35113 -0.39822
H5 3.79297 0.24696 0.24609
C4 -2.32997 0.78490 1.25974
C5 -1.18671 -1.66026 -1.37634
C6 -0.87412 -0.89205 -2.47776
C7 -1.67739 -1.16522 -0.15207
C8 -1.96702 0.21989 -0.08294
C9 -1.02148 0.51823 -2.36991
C10 -1.66221 1.00691 -1.21685
H6 -1.07002 -2.74182 -1.28187
H7 -0.25793 -1.28115 -3.28142
H8 -1.80758 -1.87966 0.63201
H9 -0.65031 1.27204 -3.19193
H10 -1.68007 0.46122 2.10027
H11 -3.29954 0.54149 1.58626
H12 -1.47858 2.13880 -1.01695
H13 -2.16370 1.87636 1.21903

Forces on atoms 1 to 3 (eV/Å):
C -2.1 3.0 -1.1
C 1.0 -1.3 -1.1
C 0.6 -1.6 0.6

=====

The following is a quantum chemistry calculation of C8H6O4 in the gas phase, from the Open Molecules 2025 dataset.

The energy above the lowest of the compared OMol25 structures with the same formula, charge and spin comes out at 79.4 kcal per mole. The HOMO energy comes out at -7.851 eV. The HOMO-LUMO gap is 7.45 eV. Its spin multiplicity is 1.

Cartesian coordinates (Å):
C1 -0.46844 -0.45859 2.62770
C2 0.23168 0.74177 2.51225
C3 -0.88523 -1.12793 1.54238
C4 0.62500 1.31181 1.25738
C5 -0.39860 -0.65830 0.30058
C6 0.20525 0.56551 0.19953
C7 -0.67883 -1.34357 -0.89917
C8 0.38282 0.17502 -2.14771
O1 -1.26287 -2.30076 -1.30972
O2 0.61955 1.03522 -1.04927
O3 -0.06822 0.84629 -3.30269
O4 1.50804 -0.44422 -2.60596
H1 -0.77141 -0.77301 3.68328
H2 0.57604 1.17005 3.38010
H3 -1.24911 -2.15996 1.38405
H4 0.95583 2.29458 1.17233
H5 -0.76692 1.49336 -3.10537
H6 1.44542 -0.36728 -3.63968

Forces on atoms 1 to 3 (eV/Å):
C -0.8 0.4 3.5
C 0.5 -0.1 -2.9
C 1.2 -1.7 -2.9